76
Properties=species:S:1:pos:R:3 method="wB97M-V/def2-TZVPD" multiplicity=4 fmax_ev_per_a=1.69 e_above_lowest_kcal_mol=28.1 homo_energy_ha="-0.27679 / -0.27720" e_tot_ev=-128291.965
Nd -0.5022 -0.1513 -0.0029
C 2.6823 0.8848 -0.9451
N 2.1204 -0.2271 -0.1590
C 2.3728 -1.4640 -0.9297
C 1.6020 -2.6924 -0.4443
N 0.1791 -2.3933 -0.4610
C -0.6799 -3.3998 -0.2796
C -0.4304 -4.7737 0.0027
F 0.8347 -5.2673 0.0122
C -1.4429 -5.6676 0.2956
F -1.1210 -6.9349 0.5883
C -2.7815 -5.2836 0.2958
F -3.7476 -6.1580 0.6201
C -3.0902 -3.9765 -0.0744
F -4.3624 -3.5773 -0.1516
C -2.0669 -3.1072 -0.3740
F -2.3650 -1.8079 -0.7791
C 2.8155 -0.3347 1.1351
C 1.0180 1.1433 2.3950
N 0.0567 0.0699 2.3956
C -0.8359 -0.0476 3.3908
C -2.0358 -0.7296 3.0701
F -2.1414 -1.1273 1.7424
C -3.0886 -0.9607 3.9238
F -4.1747 -1.6007 3.4850
C -3.0018 -0.5035 5.2371
F -4.0021 -0.7093 6.1052
C -1.8461 0.1747 5.6232
F -1.7358 0.6263 6.8788
C -0.7981 0.3896 4.7427
F 0.2842 1.0545 5.2228
H 3.6220 0.5856 -1.4267
H 2.8926 1.7304 -0.3013
H 1.9625 1.2090 -1.7007
H 3.4501 -1.6944 -0.9322
H 2.0426 -1.2786 -1.9570
H 1.9249 -3.0000 0.5633
H 1.8537 -3.5133 -1.1303
H 3.9049 -0.2756 0.9747
H 2.5974 -1.3311 1.5245
H -0.3510 2.2421 1.3443
H 0.9698 1.7752 3.2969
C -1.8326 3.9841 -2.6596
C -0.7697 4.2520 -1.6668
N -0.2249 3.3857 -0.8835
C 0.6962 3.9622 -0.0448
C 0.8519 5.3089 -0.1989
S -0.1838 5.8881 -1.4366
C 1.3852 3.0894 0.8948
C 2.6389 3.2919 1.3249
S 3.5826 2.1377 2.2291
C 2.4772 0.6479 2.2790
N 0.6239 1.9404 1.2104
C 2.8732 -0.0538 3.5825
H -1.4293 3.4310 -3.5078
H -2.2737 4.9076 -3.0241
H -2.6081 3.3810 -2.1903
H 1.4601 5.9777 0.3744
H 3.2042 4.1635 1.0528
H 2.7784 0.6322 4.4178
H 3.9065 -0.3930 3.5273
H 2.2244 -0.9102 3.7551
S -2.8018 1.2548 -0.5796
C -2.1916 0.8069 -2.0944
N -0.9237 0.4680 -2.2870
C -0.6566 0.2482 -3.6167
C 0.5867 -0.0669 -4.1613
C 0.6962 -0.2656 -5.5214
C -0.4094 -0.1465 -6.3563
C -1.6454 0.1978 -5.8423
C -1.7605 0.3944 -4.4782
S -3.1701 0.8400 -3.5525
H 1.4500 -0.1395 -3.5178
H 1.6600 -0.5098 -5.9397
H -0.2991 -0.3149 -7.4158
H -2.5000 0.3153 -6.4868